P.
12
Properties=species:S:1:pos:R:3 method="wB97M-V/def2-TZVPD" total_charge=+1 smiles=[NH3+][C@H](O)C(Cl)(Cl)Cl homo_ev=-15.4 orbital_gap_ev=11.819
N 1.03 0.83 0.07
C 0.28 -0.39 0.29
O 0.81 -1.38 -0.52
C -1.25 0.01 -0.12
Cl -1.29 0.19 -1.82
Cl -2.37 -1.13 0.70
Cl -1.59 1.60 0.73
H 1.89 0.80 0.67
H 0.39 1.59 0.24
H 1.50 0.73 -0.92
H 0.20 -0.61 1.36
H 0.40 -2.24 -0.68


Q.
12
Properties=species:S:1:pos:R:3 method="wB97M-V/def2-TZVPD" total_charge=+1 homo_ev=-14.6 orbital_gap_ev=8.322
C 0.75 0.60 0.79
C -1.73 -0.22 -0.99
N 1.70 1.14 1.57
O 0.97 0.14 -0.32
Cl -2.62 -0.65 0.33
Cl -2.29 0.13 -2.46
Cl -0.66 -2.43 -1.27
H -0.21 0.65 1.25
H 1.44 1.58 2.45
H 0.48 -1.87 -1.81
H 2.77 0.81 1.37
H -0.60 0.11 -0.91


The data favor P; the next most stable structure lies 0.0587 hartree above it.